Arrangement P

The molecule C2H3N3O2. Source: the OMol25 dataset; level of theory: wB97M-V/def2-TZVPD.

Last column: natural (NBO) charge in e.
Atoms and positions in Å:
1 H -1.4560 0.1274 -1.7097  0.369
2 N -1.0144 0.0898 -0.8409  -0.516
3 N -0.3062 1.0467 -0.4731  0.327
4 O -0.3081 2.1589 -1.0642  -0.501
5 C 0.5959 0.7492 0.4777  -0.242
6 C 0.6534 -0.6036 0.7815  -0.043
7 N 0.0121 -1.5254 0.2736  0.297
8 O -0.5580 -2.5098 -0.0972  -0.190
9 H 1.2513 1.3446 0.9150  0.225
10 H 1.1300 -0.8778 1.7373  0.274

## Properties
- M: 101.06 g/mol
- E_LUMO (spin up / spin down): -1.45 / -1.45 eV
- Spin multiplicity: 1
- SMILES: [H]/N=[N+]([O-])/C=C\N=O
- Frontier orbital gap (spin up / spin down): 7.03 / 7.03 eV

---

Arrangement Q

The molecule C2H3N3O2. Source: the OMol25 dataset; level of theory: wB97M-V/def2-TZVPD.

Last column: natural (NBO) charge in e.
Atoms and positions in Å:
1 C 1.7057 0.4986 0.0773  0.805
2 C -1.1574 -0.0707 0.3103  -0.161
3 N 1.2413 -0.6738 0.2728  -0.138
4 N -0.0770 -1.0891 0.4889  0.054
5 N -0.8942 1.1112 -0.3262  -0.733
6 O 2.5230 1.3180 -0.0245  -0.377
7 O 0.6159 -1.5165 -0.6927  -0.186
8 H -1.9306 -0.6947 -0.1701  0.214
9 H -1.4626 0.1151 1.3480  0.203
10 H -0.5642 1.0020 -1.2837  0.319

## Properties
- M: 101.06 g/mol
- E_LUMO (spin up / spin down): -1.74 / -1.16 eV
- Spin multiplicity: 1
- Frontier orbital gap (spin up / spin down): 6.21 / 8.11 eV

---

Name the least stable of them. arrangement Q.

---

Arrangement P

The molecule C4H7N3. Source: the OMol25 dataset; level of theory: wB97M-V/def2-TZVPD.

Last column: natural (NBO) charge in e.
Atoms and positions in Å:
1 C 1.7419 0.3542 0.1517  0.199
2 N 1.6241 -0.9417 0.1111  -0.303
3 N 0.3401 -1.6645 -0.0285  -0.453
4 C -0.4216 -0.6201 0.3936  -0.088
5 C -1.7603 0.0962 0.0825  -0.445
6 C -0.3150 0.4980 -0.3508  -0.112
7 N 0.7290 1.4638 0.1761  -0.639
8 H 2.8230 0.4976 0.1881  0.218
9 H 0.1597 -1.9120 -1.1284  0.354
10 H -0.5384 -0.5404 1.6419  0.219
11 H -2.1979 0.4710 1.0641  0.222
12 H -2.7189 -0.2844 -0.4753  0.235
13 H -0.1194 0.2242 -1.2885  0.184
14 H 0.6538 2.3580 -0.5375  0.409

## Properties
- M: 97.12 g/mol
- E_LUMO: 0.81 eV
- Spin multiplicity: 1
- SMILES: C1=NN[C@@H]2C[C@H]2N1
- Frontier orbital gap: 9.62 eV

---

Arrangement Q

The molecule C4H7N3. Source: the OMol25 dataset; level of theory: wB97M-V/def2-TZVPD.

Last column: natural (NBO) charge in e.
Atoms and positions in Å:
1 H 1.5224 0.4900 -2.9222  0.341
2 N 1.0658 0.9218 -2.1356  -0.736
3 C 0.7802 0.2177 -1.1110  0.473
4 C 0.1784 0.9972 0.0161  -0.535
5 C -0.5259 -0.0671 0.8357  0.140
6 N -1.1532 0.2000 2.0569  -0.803
7 C -0.1598 -1.2647 0.3500  -0.127
8 N 0.7216 -1.1324 -0.7803  -0.614
9 H -0.2510 1.7687 -0.6407  0.271
10 H 0.9329 1.5065 0.6241  0.241
11 H -1.6558 -0.5909 2.4431  0.375
12 H -1.7463 1.0171 2.0346  0.375
13 H -0.3572 -2.2550 0.7562  0.206
14 H 0.6480 -1.8089 -1.5270  0.393

## Properties
- M: 97.12 g/mol
- E_LUMO: 1.00 eV
- Spin multiplicity: 1
- SMILES: [H]/N=C1/CC(N)=CN1
- Frontier orbital gap: 8.54 eV

---

Arrangement R

The molecule C4H7N3. Source: the OMol25 dataset; level of theory: wB97M-V/def2-TZVPD.

Last column: natural (NBO) charge in e.
Atoms and positions in Å:
1 C -0.4718 1.4350 -0.4682  -0.477
2 N 1.2001 -0.4956 1.6679  -0.601
3 N 1.5434 -0.8645 0.4766  -0.187
4 C -1.2140 0.3676 0.1802  0.309
5 C 0.9412 -0.7858 -0.6903  -0.096
6 C -0.2880 -0.0322 -0.9316  -0.355
7 N -2.1290 0.1080 0.9809  -0.580
8 H 0.4685 0.2122 1.6859  0.319
9 H 2.3698 -1.4663 0.4998  0.397
10 H -2.3881 -0.8754 1.0526  0.349
11 H -0.9966 2.1043 -1.1350  0.238
12 H 0.3421 1.9051 0.0675  0.236
13 H 1.3763 -1.3392 -1.5055  0.202
14 H -0.7539 -0.2731 -1.8809  0.244

## Properties
- M: 97.12 g/mol
- E_LUMO: 0.76 eV
- Spin multiplicity: 1
- Frontier orbital gap: 8.37 eV

---

Arrangement S

The molecule C4H7N3. Source: the OMol25 dataset; level of theory: wB97M-V/def2-TZVPD.

Last column: natural (NBO) charge in e.
Atoms and positions in Å:
1 C 2.2930 -0.2384 0.0066  -0.411
2 N 0.8890 0.0884 0.1517  -0.116
3 C 0.3419 1.3274 -0.0357  -0.197
4 C -1.0071 1.2919 0.2529  -0.135
5 C -2.3397 -0.6196 -0.0520  -0.402
6 N -1.1273 -0.0546 0.5378  -0.210
7 N -0.0036 -0.7948 0.4958  -0.062
8 H 2.4248 -1.3193 0.0032  0.233
9 H 2.8629 0.2111 0.8225  0.219
10 H 2.6313 0.1845 -0.9429  0.220
11 H 0.9028 2.0913 -0.5488  0.214
12 H -2.2552 -1.6986 -0.1431  0.208
13 H -3.2170 -0.2939 0.5028  0.223
14 H -2.3957 -0.1754 -1.0509  0.215

## Properties
- M: 97.12 g/mol
- E_LUMO: 0.84 eV
- Spin multiplicity: 1
- Frontier orbital gap: 9.05 eV

---

Name the least stable of them. arrangement P.

---

Arrangement P

The molecule C4H7N3. Source: the OMol25 dataset; level of theory: wB97M-V/def2-TZVPD.

Last column: natural (NBO) charge in e.
Atoms and positions in Å:
1 C 0.8481 0.9860 -2.0347  -0.638
2 C 0.4989 0.6198 -0.6332  0.066
3 C 0.7050 -0.5023 0.1065  -0.089
4 N 0.0054 -0.2969 1.2871  -0.218
5 C -1.1225 -1.1518 1.7242  -0.404
6 N -0.5407 0.9498 1.2358  -0.032
7 N -0.2692 1.4880 0.1172  -0.227
8 H -0.0585 1.3604 -2.5246  0.234
9 H 1.5929 1.7850 -2.0658  0.227
10 H 1.2149 0.1254 -2.6003  0.219
11 H 1.3668 -1.3453 -0.0697  0.227
12 H -2.0012 -0.8875 1.1171  0.205
13 H -1.3577 -0.9311 2.7669  0.223
14 H -0.8820 -2.1994 1.5734  0.206

## Properties
- M: 97.12 g/mol
- E_LUMO: 0.84 eV
- Spin multiplicity: 1
- SMILES: Cc1cn(C)nn1
- Frontier orbital gap: 10.30 eV

---

Arrangement Q

The molecule C4H7N3. Source: the OMol25 dataset; level of theory: wB97M-V/def2-TZVPD.

Last column: natural (NBO) charge in e.
Atoms and positions in Å:
1 H 0.7858 0.2631 3.0284  0.326
2 N 1.0566 1.0017 2.0503  -0.722
3 C 0.8313 0.4218 0.8555  0.431
4 N 0.5566 -0.9452 0.5477  -0.647
5 C -0.1954 -1.2822 -0.6808  -0.232
6 C -0.5158 0.0711 -1.2500  -0.114
7 N -1.2280 1.0012 -0.2906  -0.592
8 C 0.2619 1.1908 -0.3689  -0.119
9 H 0.9560 -1.5439 1.4639  0.412
10 H -1.2558 -1.7439 -0.2696  0.202
11 H 0.4664 -2.0249 -1.2000  0.221
12 H -0.5944 -0.0581 -2.3892  0.229
13 H -1.9134 1.6103 -0.9140  0.381
14 H 0.7883 2.0382 -0.5828  0.224

## Properties
- M: 97.12 g/mol
- E_LUMO: 0.93 eV
- Spin multiplicity: 1
- SMILES: [H]/N=C1\NC[C@H]2N[C@@H]12
- Frontier orbital gap: 9.37 eV

---

Name the least stable of them. arrangement Q.

---

Arrangement P

The molecule C4H7N3. Source: the OMol25 dataset; level of theory: wB97M-V/def2-TZVPD.

Last column: natural (NBO) charge in e.
Atoms and positions in Å:
1 C -1.5743 -1.4769 -0.4380  -0.429
2 N -0.1719 -1.3882 -0.0838  -0.442
3 N 0.0650 -0.1727 0.6078  -0.427
4 C 1.3232 0.2816 0.8483  0.095
5 C 1.5182 1.5952 0.5378  -0.467
6 C 0.6187 2.2228 -0.3391  0.251
7 N -0.1922 2.6270 -1.0453  -0.361
8 H -1.9135 -0.6309 -1.0474  0.179
9 H -2.1632 -1.5141 0.4772  0.203
10 H -1.7310 -2.4049 -0.9815  0.216
11 H 0.3977 -1.4110 -0.9295  0.342
12 H -0.6306 0.5512 0.4126  0.380
13 H 2.0931 -0.4378 1.0882  0.217
14 H 2.3607 2.1586 0.8926  0.242

## Properties
- M: 97.12 g/mol
- E_LUMO: 0.70 eV
- Spin multiplicity: 1
- SMILES: CNN/C=C\C#N
- Frontier orbital gap: 9.08 eV

---

Arrangement Q

The molecule C4H7N3. Source: the OMol25 dataset; level of theory: wB97M-V/def2-TZVPD.

Last column: natural (NBO) charge in e.
Atoms and positions in Å:
1 H 2.5431 -1.6224 -0.6737  0.358
2 N 1.5870 -1.4236 -0.3951  -0.679
3 C 1.4552 -0.2035 -0.0400  0.340
4 C 2.5657 0.7552 -0.0311  0.206
5 N 3.4616 1.4871 -0.0300  -0.274
6 N 0.2782 0.3459 0.3645  -0.578
7 C -0.9614 -0.4069 0.4413  -0.229
8 C -2.0882 0.2930 -0.3078  -0.612
9 H 0.2798 1.3096 0.6581  0.402
10 H -0.7576 -1.3908 0.0136  0.239
11 H -1.2316 -0.5566 1.4946  0.191
12 H -1.8360 0.4012 -1.3671  0.215
13 H -2.2788 1.2927 0.0994  0.201
14 H -3.0170 -0.2808 -0.2268  0.219

## Properties
- M: 97.12 g/mol
- E_LUMO: 0.78 eV
- Spin multiplicity: 1
- SMILES: [H]/N=C(\C#N)NCC
- Frontier orbital gap: 10.37 eV

---

Name the least stable of them. arrangement P.